No. 1
ORCA calculation (the ωB97M-V functional and the def2-TZVPD basis) on C38H72F36N11O32S12 as an isolated structure at a distorted geometry.

The spin multiplicity is 2. As for the HOMO-LUMO gap (spin up / spin down): 6.359 / 3.736 eV.

Geometry (Å):
1 C -11.0105 17.5670 -0.5668
2 C -11.7994 17.3768 -1.9249
3 C -12.0565 15.8464 -2.2052
4 O -12.9545 15.2853 -1.1882
5 C -13.1133 13.9518 -1.5271
6 N -13.1720 18.0652 -1.7764
7 H -13.1136 18.9902 -1.3752
8 H -13.6515 18.2071 -2.6540
9 H -13.7443 17.4432 -1.2235
10 H -11.4866 16.9953 0.2299
11 H -10.9099 18.6297 -0.3465
12 H -10.0074 17.1527 -0.6684
13 H -11.3785 17.9339 -2.7620
14 H -11.0909 15.3411 -2.1872
15 H -12.5079 15.6268 -3.1727
16 H -13.7153 13.4506 -0.7691
17 H -12.2408 13.3204 -1.6944
18 H -13.6653 13.7468 -2.4444
19 C -17.3991 11.2357 1.9072
20 C -16.2903 11.8443 0.9723
21 C -15.8550 10.9773 -0.2155
22 O -14.7920 11.4810 -0.9479
23 C -14.4474 10.6870 -2.0855
24 N -16.7321 13.2312 0.4098
25 H -15.9201 13.6950 0.0279
26 H -17.4323 13.2958 -0.3152
27 H -16.9514 13.8336 1.1902
28 H -17.2027 10.3600 2.5258
29 H -18.2294 10.8282 1.3304
30 H -17.6439 11.9590 2.6849
31 H -15.3944 12.0930 1.5411
32 H -16.6753 10.6098 -0.8320
33 H -15.4360 10.0693 0.2183
34 H -13.8441 9.8476 -1.7400
35 H -13.9825 11.3414 -2.8229
36 H -15.3825 10.3634 -2.5426
37 C -15.4874 6.5224 7.6042
38 O -15.3435 7.6821 6.7687
39 C -14.5719 7.4022 5.5823
40 C -14.6115 8.6618 4.7078
41 N -13.9504 9.7154 5.6459
42 H -14.3617 9.4697 6.5350
43 H -12.9551 9.5521 5.5922
44 C -14.2221 11.2036 5.3204
45 C -13.3693 11.6232 4.0970
46 O -13.6449 10.7865 2.9328
47 C -12.8165 10.9973 1.8265
48 H -15.9067 5.6723 7.0661
49 H -16.1549 6.7634 8.4316
50 H -14.5242 6.2231 8.0176
51 H -15.0792 6.5348 5.1599
52 H -13.5197 7.1348 5.6797
53 H -15.6014 8.9989 4.4000
54 H -13.9028 8.6391 3.8799
55 H -13.8940 11.7634 6.1962
56 H -15.3003 11.3402 5.2377
57 H -12.3183 11.3845 4.2597
58 H -13.4439 12.6944 3.9098
59 H -11.7463 10.9684 2.0310
60 H -12.9789 12.0519 1.6038
61 H -13.0606 10.3262 1.0030
62 C -3.5676 18.0290 4.6037
63 O -4.9593 18.1478 4.8109
64 C -5.6414 16.8882 5.0279
65 C -7.1315 16.9642 4.9762
66 N -7.5224 17.8769 3.7232
67 H -6.9136 18.6761 3.6189
68 H -7.4408 17.2970 2.9004
69 C -8.8632 18.5892 3.6532
70 C -8.8178 19.6051 2.4641
71 O -7.7349 20.5145 2.7459
72 C -7.7062 21.5469 1.7189
73 H -3.3674 17.5063 3.6683
74 H -3.1460 17.4278 5.4092
75 H -3.0132 18.9675 4.5956
76 H -5.5845 16.5559 6.0645
77 H -5.2477 16.1186 4.3640
78 H -7.6085 17.5306 5.7761
79 H -7.6243 15.9921 4.9577
80 H -9.0798 19.0603 4.6120
81 H -9.6028 17.8055 3.4892
82 H -9.7527 20.1586 2.5518
83 H -8.8700 19.1092 1.4948
84 H -6.9954 22.3469 1.9260
85 H -8.6218 22.1183 1.5661
86 H -7.2515 21.2783 0.7654
87 C -9.3977 10.1153 -5.7927
88 O -10.6586 10.6722 -6.2056
89 C -11.2696 9.7841 -7.0792
90 C -12.7323 10.1149 -7.1879
91 N -13.3972 10.4567 -5.8189
92 H -14.2561 9.9626 -5.6233
93 H -12.8654 10.1543 -5.0152
94 C -13.8109 11.9615 -5.8390
95 C -12.5835 12.9255 -5.8314
96 O -11.6120 12.6690 -4.7641
97 C -10.4518 13.4710 -4.7945
98 H -8.7756 9.8678 -6.6529
99 H -9.4973 9.2310 -5.1634
100 H -8.9048 10.9535 -5.3001
101 H -11.2555 8.7116 -6.8850
102 H -10.8292 9.8269 -8.0753
103 H -13.2819 9.1987 -7.4041
104 H -12.9528 10.8553 -7.9568
105 H -14.4124 12.1039 -4.9413
106 H -14.5622 12.1056 -6.6154
107 H -12.8157 13.9796 -5.9833
108 H -12.0355 12.7678 -6.7603
109 H -9.9995 13.2574 -5.7629
110 H -9.8375 13.1052 -3.9717
111 H -10.7291 14.5230 -4.7282
112 C -6.1241 25.2144 0.4117
113 F -6.5372 24.4799 1.4558
114 F -6.1812 26.4805 0.8942
115 F -4.8367 24.8364 0.2464
116 S -7.1603 24.9422 -1.2479
117 O -8.3707 25.7571 -1.1477
118 O -6.2375 25.3430 -2.2934
119 N -7.4485 23.2485 -1.2293
120 S -8.8851 23.0906 -1.6052
121 O -9.7978 23.3591 -0.4463
122 O -9.2125 23.7765 -2.8643
123 C -9.0978 21.1462 -1.9086
124 F -8.8395 20.4332 -0.7770
125 F -10.4370 20.9326 -2.2420
126 F -8.2385 20.7981 -2.9269
127 C -6.1689 16.9139 -0.5549
128 F -5.2387 16.5694 -1.4269
129 F -6.1576 18.2108 -0.2164
130 F -7.4260 16.6591 -0.9720
131 S -5.7500 15.9427 1.0664
132 O -5.0785 14.6900 0.6931
133 O -4.8571 16.8150 1.8029
134 N -7.2625 15.9309 1.8932
135 S -7.7745 14.5211 1.5685
136 O -7.9058 14.2240 0.1556
137 O -7.0765 13.4975 2.3498
138 C -9.5823 14.6889 2.2397
139 F -10.1765 15.7187 1.6474
140 F -10.3006 13.5833 2.0338
141 F -9.5485 14.9187 3.5281
142 C -9.0209 18.5558 -5.9391
143 F -8.2378 18.9324 -6.9308
144 F -8.4294 17.9097 -4.8713
145 F -9.6858 19.6038 -5.4195
146 S -10.3525 17.3485 -6.5701
147 O -9.5520 16.3739 -7.3829
148 O -10.8766 16.7747 -5.2996
149 N -11.3593 18.3687 -7.5672
150 S -12.8399 18.1474 -6.9969
151 O -13.1464 16.7282 -6.7080
152 O -13.2041 19.1198 -5.9482
153 C -14.0010 18.4634 -8.5693
154 F -14.0528 19.7752 -8.8521
155 F -13.4226 17.8686 -9.6611
156 F -15.2574 18.0524 -8.3381
157 C -13.8849 21.1941 -3.5399
158 F -14.6177 20.0746 -3.5826
159 F -12.5315 21.0168 -3.7200
160 F -14.3850 22.0873 -4.3633
161 S -14.0175 21.9744 -1.7394
162 O -13.0547 23.1154 -1.7723
163 O -15.4404 22.3094 -1.6559
164 N -13.5779 20.5953 -0.8117
165 S -13.1063 21.2554 0.5155
166 O -11.6976 21.4602 0.6243
167 O -13.9054 22.3964 1.0819
168 C -13.4523 19.8249 1.7711
169 F -12.9876 20.2265 2.9907
170 F -14.7134 19.8003 1.9252
171 F -12.9571 18.6418 1.4448
172 C -19.5366 15.6626 1.9704
173 F -19.7799 14.3993 1.4458
174 F -19.1547 16.5671 1.0419
175 F -20.6926 16.1758 2.5384
176 S -18.1609 15.5551 3.3374
177 O -18.2530 16.7690 4.1481
178 O -18.4865 14.3122 3.9824
179 N -16.7889 15.3461 2.3217
180 S -15.7252 15.9654 3.2421
181 O -15.7795 17.3937 3.3605
182 O -15.4250 15.2964 4.5543
183 C -14.0581 15.6476 2.1145
184 F -13.8829 14.3456 2.0565
185 F -14.2493 16.2872 0.9675
186 F -12.9948 16.2049 2.6835
187 C -16.8639 17.0533 -2.1241
188 F -18.1542 16.9118 -1.7372
189 F -16.6655 18.1865 -2.6562
190 F -16.1046 17.1164 -1.0199
191 S -16.3388 15.5030 -3.1833
192 O -14.9140 15.8232 -3.4157
193 O -16.5260 14.4059 -2.2338
194 N -17.4597 15.5262 -4.4473
195 S -16.5705 15.3279 -5.6962
196 O -15.8572 16.5291 -6.0707
197 O -15.6745 14.1886 -5.5286
198 C -17.7882 14.9620 -7.1762
199 F -17.0850 14.9863 -8.2947
200 F -18.3358 13.8253 -6.9124
201 F -18.6459 15.9514 -7.2597

No. 2
ORCA calculation (the ωB97M-V functional and the def2-TZVPD basis) on a 6-piece molecular cluster, C38H72FN9O6PS overall at a distorted geometry.

As for the HOMO-LUMO gap: 9.173 eV. Its charge is +1.

Geometry (Å):
1 C 7.0171 1.8243 1.6168
2 C 5.8481 2.6040 1.0180
3 C 4.6774 2.6786 2.0014
4 N 3.3794 2.8856 1.3559
5 C 2.5689 1.8217 0.8716
6 S 2.1841 2.1866 -0.8957
7 O 0.9550 1.5576 -1.2743
8 O 3.3365 2.0845 -1.7041
9 F 1.8481 3.7183 -0.7426
10 C 3.1741 0.4023 0.9817
11 C 3.0670 -0.5594 -0.2144
12 C 4.3559 -0.5539 -1.0409
13 O 5.3035 0.0916 -0.6603
14 N 4.4139 -1.3356 -2.1879
15 C 4.8643 -0.5168 -3.3406
16 C 3.1911 -2.0602 -2.5270
17 C 2.5059 -0.0665 2.2849
18 P 3.0822 -1.6759 2.9892
19 O 4.0681 -2.3686 2.1381
20 N 1.0407 0.3368 2.2519
21 C 0.5660 0.3578 3.6778
22 C -0.8637 0.8220 3.9103
23 C -1.1745 0.5995 5.3853
24 O -0.3211 0.4662 6.2080
25 O -2.4826 0.4798 5.7023
26 C 0.1150 -0.4624 1.3666
27 C -0.2358 -1.9077 1.7631
28 C 0.5326 -2.9674 0.9679
29 C -1.7386 -2.1175 1.5092
30 C 1.2031 1.7590 1.7059
31 N -0.0286 2.3517 1.2814
32 H 7.9656 2.1050 1.1651
33 H 6.8715 0.7521 1.4755
34 H 7.1013 2.0005 2.6931
35 H 6.1490 3.6173 0.7522
36 H 5.5035 2.0932 0.1198
37 H 4.6969 1.8047 2.6664
38 H 4.8294 3.5370 2.6564
39 H 2.8432 3.6400 1.7525
40 H 4.2452 0.3880 1.1903
41 H 2.1819 -0.4169 -0.8299
42 H 2.9945 -1.5690 0.1832
43 H 4.7793 -1.1404 -4.2292
44 H 5.9044 -0.2314 -3.2395
45 H 4.2309 0.3596 -3.4887
46 H 2.3634 -1.3962 -2.8119
47 H 3.3979 -2.6993 -3.3819
48 H 2.8673 -2.6899 -1.7003
49 H 2.8961 0.6408 3.0294
50 H 1.9647 -2.4613 3.3125
51 H 3.5889 -1.2336 4.2187
52 H 1.2406 0.9959 4.2456
53 H 0.6813 -0.6470 4.0795
54 H -1.5957 0.2668 3.3260
55 H -0.9745 1.8796 3.6671
56 H -3.0314 1.1311 5.2473
57 H 0.5383 -0.4425 0.3650
58 H -0.8054 0.1102 1.3183
59 H -0.0955 -2.1057 2.8272
60 H 0.1509 -3.0255 -0.0522
61 H 1.6118 -2.8339 0.9567
62 H 0.3555 -3.9449 1.4198
63 H -2.0362 -3.0633 1.9606
64 H -2.3287 -1.3481 2.0118
65 H -1.9739 -2.1384 0.4462
66 H 1.4690 2.3213 2.6044
67 H -0.4107 1.8944 0.4623
68 H 0.1284 3.3170 1.0137
69 C 4.9592 -2.2607 8.6503
70 C 3.4686 -1.9568 8.7218
71 C 2.8704 -1.6027 7.3542
72 C 3.4503 -0.3799 6.7980
73 N 3.9016 0.5781 6.3521
74 H 5.5249 -1.3938 8.3056
75 H 5.3412 -2.5362 9.6320
76 H 5.1599 -3.0901 7.9692
77 H 3.2856 -1.1355 9.4160
78 H 2.9297 -2.8234 9.1069
79 H 1.7910 -1.4577 7.4328
80 H 3.0397 -2.4219 6.6500
81 C 8.0131 -2.4863 -6.4384
82 C 7.5038 -1.7588 -7.6762
83 C 7.8721 -0.2710 -7.6828
84 C 7.2564 0.4527 -6.5709
85 N 6.7802 1.0152 -5.6908
86 H 7.5728 -2.0750 -5.5283
87 H 7.7602 -3.5453 -6.4822
88 H 9.0981 -2.4052 -6.3542
89 H 6.4197 -1.8625 -7.7507
90 H 7.9272 -2.2132 -8.5731
91 H 7.5521 0.1993 -8.6136
92 H 8.9547 -0.1464 -7.6186
93 C -5.9265 -0.7199 2.0422
94 C -7.0247 -1.6315 1.5085
95 C -6.5423 -3.0703 1.2940
96 C -5.4904 -3.1125 0.2778
97 N -4.6474 -3.1327 -0.5020
98 H -5.0947 -0.6517 1.3359
99 H -6.3133 0.2869 2.1988
100 H -5.5348 -1.0850 2.9956
101 H -7.3984 -1.2337 0.5672
102 H -7.8606 -1.6445 2.2088
103 H -7.3636 -3.7100 0.9686
104 H -6.1520 -3.4987 2.2194
105 C -7.1158 1.3844 -4.3881
106 C -5.9293 1.0961 -3.4791
107 C -6.1652 -0.1035 -2.5545
108 C -7.2694 0.1277 -1.6233
109 N -8.1347 0.3095 -0.8898
110 H -8.0048 1.6396 -3.8076
111 H -6.9052 2.2188 -5.0544
112 H -7.3530 0.5201 -5.0110
113 H -5.6985 1.9775 -2.8772
114 H -5.0451 0.8840 -4.0826
115 H -5.2718 -0.3286 -1.9683
116 H -6.3880 -0.9990 -3.1378
117 C -10.7999 3.6441 -4.2904
118 C -11.5541 3.6273 -5.6139
119 C -11.1006 2.4906 -6.5365
120 C -9.6983 2.6278 -6.9288
121 N -8.5935 2.7321 -7.2223
122 H -9.7322 3.8063 -4.4482
123 H -11.1664 4.4438 -3.6475
124 H -10.9248 2.7009 -3.7546
125 H -11.4279 4.5818 -6.1272
126 H -12.6226 3.5049 -5.4302
127 H -11.7071 2.4649 -7.4430
128 H -11.2278 1.5263 -6.0403